Density functional theory data (ωB97M-V/def2-TZVPD) for C28H47AsF6N3O8S4 as an isolated structure.

Geometry as XYZ:
```
97
Properties=species:S:1:pos:R:3
As -0.471 0.216 0.257
F -1.020 -0.268 -1.467
F -2.035 -0.307 0.957
F 0.247 0.718 1.850
F 1.229 0.608 -0.409
F -0.981 1.934 0.063
F 0.096 -1.484 0.554
C 1.458 3.589 2.253
C 0.725 4.411 3.372
C 0.906 3.705 4.757
S 1.933 2.208 4.601
O 1.117 1.016 4.617
O 3.085 2.406 5.471
C 2.519 2.725 2.912
H 1.893 4.297 1.549
H 0.748 3.038 1.635
H -0.277 4.766 3.129
H 1.235 5.374 3.403
H -0.043 3.353 5.161
H 1.423 4.310 5.502
H 2.725 1.847 2.300
H 3.415 3.314 3.108
C -4.390 -3.324 1.659
C -4.197 -2.802 0.247
C -2.852 -3.476 -0.339
S -2.295 -4.683 0.959
O -0.853 -4.684 0.960
O -2.968 -6.013 0.891
C -3.007 -3.732 2.271
H -4.910 -4.283 1.659
H -4.900 -2.653 2.350
H -4.165 -1.713 0.277
H -4.966 -3.016 -0.496
H -2.003 -2.794 -0.360
H -3.023 -4.040 -1.256
H -2.312 -2.909 2.436
H -3.006 -4.337 3.177
C -4.963 3.203 -2.039
C -3.810 2.230 -2.503
C -4.003 0.814 -1.953
S -5.896 0.620 -2.214
O -6.409 -0.113 -1.062
O -6.236 0.398 -3.659
C -6.315 2.380 -1.861
H -5.013 4.193 -2.490
H -4.746 3.567 -1.034
H -2.821 2.645 -2.308
H -4.017 2.155 -3.570
H -3.667 0.721 -0.920
H -3.553 0.028 -2.559
H -6.738 2.545 -0.870
H -7.168 2.705 -2.458
C 5.117 -3.168 -1.292
C 3.585 -3.331 -1.236
C 2.895 -2.123 -0.529
S 4.215 -1.105 0.147
O 4.637 -1.649 1.465
O 4.025 0.326 -0.084
C 5.416 -1.625 -1.210
H 5.593 -3.710 -2.109
H 5.595 -3.529 -0.382
H 3.271 -4.308 -0.870
H 3.022 -3.261 -2.167
H 2.151 -2.356 0.232
H 2.399 -1.403 -1.180
H 6.406 -1.252 -0.947
H 5.134 -1.176 -2.162
N 0.840 -2.343 4.066
C 0.072 -3.425 4.387
C 0.101 -3.799 5.783
C 1.013 -2.764 6.241
C 1.472 -2.016 5.160
H 0.697 -1.844 3.199
H -0.436 -3.902 3.562
H -0.350 -4.617 6.325
H 1.369 -2.503 7.226
H 2.123 -1.167 5.012
N 2.624 3.099 -1.128
C 3.631 3.602 -1.891
C 3.246 4.467 -2.864
C 2.106 4.896 -2.249
C 1.677 4.056 -1.319
H 2.595 2.376 -0.423
H 4.623 3.176 -1.873
H 3.856 4.866 -3.662
H 1.604 5.769 -2.640
H 0.732 3.995 -0.799
N 0.420 -0.174 -6.885
C 1.750 -0.130 -6.594
C 1.779 -0.448 -5.210
C 0.506 -0.745 -4.680
C -0.330 -0.332 -5.725
H 0.076 0.192 -7.761
H 2.556 0.171 -7.248
H 2.707 -0.721 -4.730
H 0.162 -1.178 -3.752
H -1.410 -0.294 -5.712
```

total energy: -6289.01648 a.u.
M: 870.88 g/mol
net charge: -1
Kohn-Sham gap: 7.392 eV
highest occupied orbital energy: -5.320 eV

=====

Density functional theory data (ωB97M-V/def2-TZVPD) for C30H30AsN4O6Tl as an isolated structure.

Geometry as XYZ:
```
72
Properties=species:S:1:pos:R:3
Tl 0.986 0.154 0.571
C 0.375 1.528 4.070
C 1.260 0.468 4.404
C 2.225 0.374 3.429
C 1.947 1.362 2.424
C 0.790 2.092 2.882
H -0.519 1.797 4.618
H 1.138 -0.208 5.241
H 3.031 -0.346 3.381
H 2.708 1.765 1.768
H 0.325 2.913 2.355
O -1.097 0.633 -0.122
C -1.670 1.231 -1.095
C -2.993 0.825 -1.438
C -3.706 1.415 -2.447
C -3.152 2.454 -3.200
C -1.875 2.873 -2.892
C -1.119 2.303 -1.863
C 0.216 2.814 -1.583
N 1.020 2.455 -0.600
C 2.175 3.176 -0.749
C 2.078 3.993 -1.828
N 0.825 3.764 -2.348
H -3.403 0.009 -0.855
H -4.711 1.068 -2.663
H -3.709 2.925 -4.000
H -1.459 3.690 -3.473
H 3.012 3.034 -0.089
H 2.768 4.683 -2.277
H 0.459 4.149 -3.196
C 2.253 -4.086 -1.294
As 1.015 -3.388 0.019
C 2.126 -3.044 1.558
C -0.075 -4.878 0.615
O 0.023 -2.262 -0.651
H 2.789 -4.949 -0.897
H 2.949 -3.283 -1.538
H 1.700 -4.361 -2.191
H 2.646 -3.981 1.777
H 1.497 -2.733 2.390
H 2.832 -2.264 1.274
H 0.537 -5.722 0.938
H -0.727 -5.173 -0.209
H -0.676 -4.514 1.450
O -1.326 -2.699 3.323
C -1.242 -1.668 2.635
O -0.209 -1.253 2.049
C -2.527 -0.868 2.432
C -3.735 -1.547 2.365
C -4.926 -0.880 2.103
C -4.930 0.493 1.935
C -3.716 1.159 2.041
C -2.514 0.515 2.273
N -3.720 2.619 1.880
O -2.679 3.224 2.027
O -4.787 3.163 1.622
H -3.714 -2.619 2.513
H -5.855 -1.433 2.024
H -5.831 1.048 1.724
H -1.591 1.068 2.329
N 2.733 -0.592 -0.334
C 2.821 -0.486 -1.657
C 1.788 -0.130 -2.580
C 2.008 -0.049 -3.937
C 3.253 -0.324 -4.506
C 4.278 -0.702 -3.639
C 4.080 -0.786 -2.278
H 0.786 0.032 -2.196
H 1.172 0.226 -4.575
H 3.412 -0.258 -5.576
H 5.262 -0.938 -4.039
H 4.897 -1.069 -1.623
```

total energy: -4239.80336 a.u.
M: 821.90 g/mol
net charge: -2
Kohn-Sham gap: 5.298 eV
highest occupied orbital energy: -0.757 eV

=====

Density functional theory data (ωB97M-V/def2-TZVPD) for C45H46Cl5InN7O2SSi as an isolated structure.

Geometry as XYZ:
```
108
Properties=species:S:1:pos:R:3
In -0.239 -0.576 0.506
C 0.885 -0.697 -2.970
N 0.081 -1.553 -2.098
C 0.770 -2.833 -1.913
C 2.074 -2.734 -1.159
C 3.014 -3.752 -1.272
C 4.151 -3.700 -0.487
C 4.320 -2.628 0.379
C 3.340 -1.654 0.410
N 2.243 -1.699 -0.343
C -1.232 -1.808 -2.687
C -2.232 -0.688 -2.517
C -3.172 -0.451 -3.516
C -4.111 0.547 -3.331
C -4.073 1.289 -2.160
C -3.106 0.975 -1.224
N -2.213 0.004 -1.384
C 0.404 0.729 -3.039
C 0.303 1.379 -4.265
C -0.102 2.702 -4.292
C -0.405 3.331 -3.095
C -0.266 2.603 -1.925
N 0.142 1.340 -1.887
H 1.910 -0.689 -2.596
H 0.905 -1.119 -3.987
H 0.110 -3.486 -1.341
H 0.952 -3.332 -2.879
H 2.840 -4.578 -1.948
H 4.893 -4.484 -0.547
H 5.192 -2.549 1.012
H 3.423 -0.798 1.075
H -1.138 -2.033 -3.761
H -1.652 -2.701 -2.212
H -3.159 -1.039 -4.424
H -4.856 0.748 -4.090
H -4.777 2.086 -1.975
H -3.042 1.533 -0.295
H 0.524 0.848 -5.180
H -0.189 3.231 -5.232
H -0.732 4.360 -3.067
H -0.488 3.057 -0.964
C 2.598 -2.121 5.305
C 1.805 -0.825 5.239
S 0.719 -0.799 3.794
O 0.213 0.616 3.702
C -0.658 -1.798 4.419
C -1.468 -1.090 5.490
H 3.277 -2.105 6.156
H 3.188 -2.260 4.400
H 1.949 -2.988 5.418
H 2.456 0.033 5.082
H 1.207 -0.651 6.133
H -0.223 -2.740 4.755
H -1.246 -2.013 3.522
H -1.056 -1.242 6.486
H -2.489 -1.467 5.494
H -1.495 -0.017 5.288
C 5.208 2.566 4.453
C 5.587 2.195 3.170
C 4.663 2.243 2.139
C 3.343 2.645 2.370
C 2.977 2.994 3.668
C 3.904 2.968 4.701
Si 2.196 2.664 0.908
C 2.897 3.620 -0.512
C 3.196 4.981 -0.402
C 3.724 5.681 -1.474
C 3.974 5.024 -2.672
C 3.697 3.672 -2.796
C 3.157 2.977 -1.723
H 5.929 2.542 5.258
H 6.605 1.888 2.974
H 4.981 1.983 1.135
H 1.953 3.264 3.892
H 3.607 3.253 5.702
H 1.799 1.319 0.483
H 3.024 5.500 0.534
H 3.951 6.733 -1.377
H 4.390 5.570 -3.508
H 3.894 3.161 -3.728
H 2.925 1.924 -1.833
C 0.333 5.500 3.166
N -0.534 4.332 3.004
C -1.621 4.147 3.805
C -2.399 3.055 3.677
C -2.056 2.123 2.651
N -1.018 2.351 1.832
C -0.255 3.379 2.066
O 0.836 3.597 1.395
N -2.778 1.033 2.465
H -0.187 6.223 3.788
H 0.541 5.937 2.193
H 1.272 5.214 3.638
H -1.805 4.917 4.540
H -3.251 2.902 4.319
H -3.537 0.810 3.086
H -2.521 0.328 1.786
Cl 0.458 -3.813 1.647
C -1.128 -3.784 0.869
C -1.884 -2.639 0.998
C -3.146 -2.726 0.444
Cl -4.265 -1.384 0.709
C -3.618 -3.815 -0.282
Cl -5.188 -3.822 -0.997
C -2.781 -4.923 -0.438
Cl -3.303 -6.282 -1.353
C -1.525 -4.922 0.169
Cl -0.489 -6.293 0.001
```

total energy: -5454.81193 a.u.
M: 1069.15 g/mol
net charge: +1
Kohn-Sham gap: 6.395 eV
highest occupied orbital energy: -8.684 eV

=====

Density functional theory data (ωB97M-V/def2-TZVPD) for C3H9NS in the gas phase.

Geometry as XYZ:
```
14
Properties=species:S:1:pos:R:3
C 1.173 1.385 -0.311
C -0.102 0.522 -0.794
N -0.070 0.161 -2.199
C 0.003 -0.803 -0.051
S -0.682 -0.670 1.669
H 1.027 2.460 -0.177
H 1.950 1.411 -1.083
H 1.503 1.075 0.700
H -0.947 1.164 -0.479
H -0.178 0.857 -2.923
H 0.808 -0.328 -2.350
H -0.551 -1.603 -0.545
H 1.019 -1.129 0.175
H 0.372 -0.526 2.498
```

total energy: -572.61347 a.u.
M: 91.18 g/mol
net charge: 0
Kohn-Sham gap: 9.934 eV
highest occupied orbital energy: -8.957 eV
SMILES: C[C@@H](N)CS

=====

Density functional theory data (ωB97M-V/def2-TZVPD) for CHNO2S in the gas phase.

Geometry as XYZ:
```
6
Properties=species:S:1:pos:R:3
N 1.111 -0.319 -1.526
C 1.194 0.032 -0.430
S 1.101 0.420 1.187
O -0.727 -0.186 1.212
O -1.399 0.330 0.163
H -1.279 -0.277 -0.606
```

total energy: -641.96336 a.u.
M: 91.09 g/mol
net charge: 0
Kohn-Sham gap: 8.778 eV
highest occupied orbital energy: -10.450 eV
SMILES: N#CSOO

=====

Density functional theory data (ωB97M-V/def2-TZVPD) for CH3I2PS2 in the gas phase.

Geometry as XYZ:
```
9
Properties=species:S:1:pos:R:3
C 1.306 -0.926 -0.509
S -0.480 -0.828 -0.905
P -1.099 0.926 0.386
S 0.162 2.395 0.506
I -1.907 0.018 2.516
I -3.277 1.511 -0.723
H 2.033 -0.185 -0.828
H 1.718 -1.821 -0.989
H 1.543 -1.089 0.544
```

total energy: -1773.06455 a.u.
M: 363.95 g/mol
net charge: 0
Kohn-Sham gap: 7.699 eV
highest occupied orbital energy: -9.342 eV
SMILES: CSP(=S)(I)I

=====

Density functional theory data (ωB97M-V/def2-TZVPD) for C5H12AgO3 as an isolated structure.

Geometry as XYZ:
```
21
Properties=species:S:1:pos:R:3
C 3.333 0.666 0.078
H 3.932 1.135 -0.707
H 3.473 -0.418 0.067
H 3.523 1.078 1.073
O 1.940 0.887 -0.290
C 1.225 1.710 0.328
H 1.390 1.847 1.406
H 0.584 2.355 -0.282
O -0.878 -1.955 -1.969
C -0.967 -0.592 -1.913
C -1.613 -0.112 -0.503
O -1.220 -0.986 0.555
C -1.960 -0.831 1.754
Ag -0.456 -2.800 -0.257
H -1.595 -0.159 -2.715
H 0.025 -0.099 -1.985
H -2.690 -0.294 -0.664
H -1.606 0.940 -0.180
H -1.533 -1.501 2.507
H -1.886 0.204 2.117
H -3.019 -1.073 1.580
```

total energy: -569.89501 a.u.
M: 228.02 g/mol
net charge: +1
spin multiplicity: 3
Kohn-Sham gap (alpha / beta): 4.793 / 6.740 eV
highest occupied orbital energy (alpha / beta): -9.784 / -13.876 eV

=====

Density functional theory data (ωB97M-V/def2-TZVPD) for an isolated ion of composition CH4N5O2 and charge +1.

Geometry as XYZ:
```
12
Properties=species:S:1:pos:R:3
C -1.695 -0.268 0.004
N 1.095 0.561 0.180
N -1.257 0.819 0.008
N 0.755 1.675 -0.357
N -0.463 1.775 -0.408
N 2.477 0.357 0.182
O -3.138 -1.923 -0.534
O -2.353 -1.240 0.457
H 2.979 1.222 0.350
H 2.698 -0.037 -0.758
H 2.726 -0.447 0.778
H -3.824 -2.494 0.097
```

total energy: -464.17368 a.u.
M: 118.08 g/mol
net charge: +1
Kohn-Sham gap (alpha / beta): 8.691 / 8.692 eV
highest occupied orbital energy (alpha / beta): -13.541 / -13.541 eV